No. 1
DFT (wB97M-V/def2-TZVPD) results for a cluster of 4 separate species, C24H25FNO17P2S in total in a non-equilibrium geometry.

Last column: Löwdin charge in e.
Atoms and positions in Å:
C (0.2444, 2.2706, -0.2562)  -0.13
O (1.5571, 2.3021, -0.7924)  -0.24
C (1.7425, 3.3870, -1.7131)  -0.28
P (1.0119, 3.1134, -3.4545)  0.46
P (-0.2123, 3.0880, -5.3629)  0.25
S (0.6880, 2.3043, -6.9322)  -0.06
C (1.2405, 1.2055, -3.4479)  -0.47
O (0.3137, 0.5126, -3.7964)  0.01
N (2.5025, 0.5911, -3.0777)  0.17
C (2.4127, -0.3659, -2.0598)  -0.54
O (3.2172, -0.3720, -1.1780)  0.12
F (1.4397, -1.2826, -2.0191)  0.12
O (2.4940, 3.1336, -4.3174)  -0.37
C (3.1075, 4.3911, -4.4819)  -0.23
C (2.1225, 5.4479, -3.8029)  -0.27
O (0.8660, 4.8694, -3.5603)  -0.39
H (0.2014, 1.4346, 0.4842)  0.05
H (-0.5482, 2.0596, -0.9998)  0.08
H (-0.0294, 3.1969, 0.2992)  0.10
H (1.3877, 4.3524, -1.2902)  0.10
H (2.8493, 3.5091, -1.8231)  0.10
H (-0.2877, 3.1177, -2.8261)  0.02
H (-0.6686, 4.4092, -5.6119)  -0.06
H (-1.3640, 2.3056, -5.0349)  -0.06
H (3.1220, 1.3060, -2.7041)  0.12
H (3.3822, 4.6589, -5.5214)  0.11
H (4.1008, 4.3293, -3.9754)  0.11
H (2.0580, 6.4327, -4.3132)  0.11
H (2.7065, 5.7292, -2.8876)  0.10
C (-4.0949, -1.7002, 0.8758)  0.07
C (-3.2966, -0.6977, 1.2575)  -0.22
C (-1.9045, -0.5589, 0.7156)  -0.26
O (-1.2131, 0.3807, 1.0727)  0.05
C (-1.4300, -1.5662, -0.2239)  0.10
C (-2.2298, -2.5690, -0.6008)  -0.22
C (-3.6259, -2.6956, -0.0838)  -0.31
O (-4.3212, -3.6165, -0.4706)  0.11
O (-1.8216, -3.5109, -1.4606)  0.10
O (-3.7088, 0.2246, 2.1404)  0.10
H (-5.1005, -1.8123, 1.2560)  0.13
H (-0.4203, -1.4638, -0.5942)  0.13
H (-2.5784, -4.1158, -1.5675)  0.10
H (-2.9602, 0.8415, 2.2570)  0.09
C (1.2407, -6.9882, 1.3113)  0.08
C (0.4825, -6.4168, 0.3684)  -0.23
C (-0.9597, -6.7760, 0.2013)  -0.30
O (-1.6083, -6.2162, -0.6582)  0.11
C (-1.5225, -7.7954, 1.0849)  0.08
C (-0.7627, -8.3663, 2.0231)  -0.24
C (0.6722, -7.9893, 2.2077)  -0.32
O (1.3142, -8.5286, 3.0907)  0.10
O (-1.2447, -9.3074, 2.8501)  0.10
O (0.9728, -5.4963, -0.4687)  0.12
H (2.2833, -6.7360, 1.4441)  0.14
H (-2.5615, -8.0585, 0.9434)  0.14
H (-0.4988, -9.5509, 3.4279)  0.11
H (0.2301, -5.2352, -1.0473)  0.11
C (-1.4064, 3.1405, 5.2011)  0.08
C (-0.6052, 4.1394, 5.5796)  -0.23
C (0.7831, 4.2790, 5.0431)  -0.32
O (1.4631, 5.2202, 5.4095)  0.10
C (1.2603, 3.2714, 4.1039)  0.08
C (0.4624, 2.2655, 3.7232)  -0.22
C (-0.9387, 2.1426, 4.2421)  -0.29
O (-1.6412, 1.2250, 3.8610)  0.10
O (0.8838, 1.3323, 2.8645)  0.12
O (-1.0015, 5.0709, 6.4595)  0.10
H (-2.4125, 3.0316, 5.5816)  0.14
H (2.2714, 3.3743, 3.7361)  0.14
H (0.1338, 0.7180, 2.7415)  0.10
H (-0.2418, 5.6736, 6.5577)  0.12

* spin multiplicity: 1
* frontier orbital gap: 3.84 eV
* charge: -1
* HOMO level: -0.1490 hartree
* E: -3444.156437 Ha

No. 2
DFT (wB97M-V/def2-TZVPD) results for a structure of composition C24H25HfN7O4S2 in a non-equilibrium geometry.

Last column: Löwdin charge in e.
Atoms and positions in Å:
Hf (-14.6434, -6.9348, 1.1014)  1.37
O (-16.6670, -7.1502, 0.1996)  -0.09
C (-17.7571, -7.2391, 0.7680)  -0.12
C (-17.9237, -7.5852, 2.1394)  -0.10
C (-19.2463, -7.6225, 2.6006)  0.07
C (-19.4586, -8.0171, 3.8995)  -0.13
C (-18.4039, -8.3576, 4.7623)  0.03
C (-17.1343, -8.2912, 4.3250)  0.02
C (-16.8267, -7.9200, 2.9847)  -0.29
O (-15.5838, -7.9206, 2.6163)  -0.24
N (-20.8060, -8.0791, 4.4640)  -0.35
O (-21.7469, -8.0059, 3.6849)  0.08
O (-20.9007, -8.1420, 5.6719)  0.08
H (-18.6525, -7.0143, 0.1735)  0.15
H (-20.0406, -7.2719, 1.9665)  0.13
H (-18.6726, -8.6743, 5.7577)  0.13
H (-16.2711, -8.5184, 4.9076)  0.13
S (-12.6200, -7.6981, 2.3741)  0.62
C (-11.9201, -7.3155, 0.8452)  -1.15
S (-12.4682, -5.8652, 0.0957)  0.62
C (-10.9665, -8.1191, 0.2446)  -0.37
C (-10.5578, -7.8169, -1.0786)  -0.28
N (-10.4046, -7.5951, -2.1938)  0.16
C (-10.4389, -9.3131, 0.8642)  -0.22
N (-10.0948, -10.3118, 1.3517)  0.15
C (-15.1031, -4.9328, 3.9264)  -0.04
C (-15.7080, -4.3950, 2.6313)  -0.35
C (-16.4194, -3.2585, 2.4379)  -0.06
C (-16.6268, -3.1259, 0.9950)  -0.05
C (-16.0050, -4.1824, 0.4014)  -0.38
C (-15.7269, -4.4909, -1.0444)  -0.05
N (-15.4519, -4.9963, 1.3866)  -0.13
H (-14.8639, -4.0899, 4.6100)  0.09
H (-14.1686, -5.4914, 3.7827)  0.04
H (-15.7805, -5.6014, 4.4581)  0.06
H (-16.7728, -2.5818, 3.1724)  0.09
H (-17.0958, -2.2621, 0.5566)  0.09
H (-15.8040, -3.5670, -1.6310)  0.09
H (-16.4466, -5.1205, -1.4855)  0.05
H (-14.7160, -4.8725, -1.1798)  0.03
C (-13.6659, -12.5512, 0.3975)  -0.14
C (-13.4974, -11.5379, 1.5284)  -0.17
N (-14.1568, -10.3273, 1.1170)  0.07
C (-14.0309, -9.8094, -0.1379)  -0.34
N (-14.4096, -8.5659, -0.3651)  -0.08
C (-14.3159, -8.0032, -1.7275)  -0.24
C (-14.4425, -9.0702, -2.7547)  -0.15
C (-13.4114, -10.1387, -2.4556)  -0.14
N (-13.5509, -10.6318, -1.0990)  -0.03
C (-13.0701, -11.9728, -0.8793)  -0.14
H (-14.7320, -12.7028, 0.3000)  0.11
H (-13.2180, -13.5100, 0.6380)  0.12
H (-12.4176, -11.3496, 1.6955)  0.10
H (-13.9876, -11.9069, 2.4200)  0.12
H (-14.4567, -9.7130, 1.8645)  0.08
H (-13.3608, -7.5005, -1.8047)  0.07
H (-15.1298, -7.2866, -1.8670)  0.10
H (-14.2610, -8.6735, -3.7439)  0.12
H (-15.4225, -9.5413, -2.7099)  0.13
H (-12.3785, -9.7461, -2.6059)  0.13
H (-13.5624, -11.0052, -3.1237)  0.13
H (-11.9684, -11.9211, -0.7999)  0.14
H (-13.3735, -12.5485, -1.7591)  0.12

* spin multiplicity: 1
* energy relative to the best compared isomer or geometry (same formula, charge and spin): 0.000 eV
* frontier orbital gap: 6.39 eV
* charge: 0
* HOMO level: -0.2888 hartree
* E: -2458.286166 Ha

Q: Which of these has the lowest HOMO level?
A: C24H25HfN7O4S2